Here is a molecular structure, C39H57AsCl5N3OSi3Ti in a non-equilibrium geometry from the Open Molecules 2025 dataset. Energies are from ωB97M-V/def2-TZVPD.

Computed properties:
**Spin multiplicity**: 3
**Calculated total energy**: -8014.6177 hartree
**Maximum force**: 2.1 eV/A
**Expectation value of S²**: 2.0202

```
110
Properties=species:S:1:pos:R:3:lowdin_spin:R:1
Ti 0.444 -1.205 -0.877 1.185
C -4.482 -1.401 -2.360 -0.003
C -3.450 -2.447 -2.059 -0.003
C -3.844 -3.753 -1.776 0.063
C -2.854 -4.720 -1.619 0.002
C -1.538 -4.373 -1.808 0.052
C -1.214 -3.034 -2.119 0.023
N -2.182 -2.085 -2.173 0.060
C 0.090 -2.640 -2.625 0.116
C 1.032 -3.604 -3.060 0.054
C 1.978 -3.233 -3.989 0.070
C 1.971 -1.932 -4.481 0.074
C 1.158 -0.970 -3.877 0.039
N 0.261 -1.303 -2.923 0.137
C 1.248 0.429 -4.309 0.003
C 2.415 0.923 -4.907 0.004
C 2.459 2.238 -5.318 0.001
C 1.343 3.040 -5.131 0.004
C 0.222 2.480 -4.527 0.001
C -1.008 3.306 -4.286 0.000
N 0.184 1.220 -4.122 0.004
H -4.066 -0.406 -2.238 0.000
H -5.358 -1.525 -1.732 0.000
H -4.794 -1.504 -3.399 -0.001
H -4.887 -4.016 -1.699 0.004
H -3.118 -5.743 -1.394 -0.001
H -0.773 -5.130 -1.731 0.004
H 0.988 -4.630 -2.722 0.004
H 2.687 -3.958 -4.363 0.003
H 2.592 -1.673 -5.321 0.003
H 3.285 0.297 -5.001 0.000
H 3.354 2.638 -5.773 0.000
H 1.352 4.075 -5.435 0.000
H -1.883 2.664 -4.236 0.000
H -1.144 4.042 -5.076 0.000
H -0.908 3.836 -3.338 0.000
Cl 2.731 -1.383 -1.331 0.026
C 1.262 -0.936 1.007 -0.005
C 1.901 0.086 1.736 0.002
C 2.876 -0.289 2.667 -0.001
Cl 3.863 0.878 3.439 -0.001
C 3.149 -1.619 2.983 0.003
Cl 4.304 -2.005 4.200 0.001
C 2.497 -2.638 2.301 0.001
Cl 2.822 -4.295 2.647 0.000
C 1.612 -2.248 1.312 0.005
Cl 0.938 -3.437 0.243 0.010
C -1.430 0.859 -1.558 0.004
O -0.306 0.645 -0.706 0.024
Si -0.065 1.788 0.521 0.003
C -1.721 1.642 1.486 0.000
C -0.086 3.512 -0.331 0.001
C 1.608 1.531 1.439 0.000
Si 1.492 2.551 3.121 0.000
C -0.032 3.730 3.182 0.000
C 2.893 3.797 3.504 0.000
C 1.150 1.408 4.633 0.000
Si 3.030 2.050 0.162 0.001
C 3.417 3.924 0.227 0.000
C 4.655 1.084 0.417 0.000
C 2.517 1.756 -1.652 0.004
H -1.132 0.607 -2.583 0.001
H -1.753 1.900 -1.517 0.000
H -2.246 0.206 -1.236 0.000
H -2.387 2.455 1.208 0.000
H -1.604 1.680 2.562 0.000
H -2.218 0.703 1.237 0.000
H -1.096 3.885 -0.477 0.000
H 0.405 3.504 -1.298 0.000
H 0.429 4.246 0.276 0.000
H 0.242 4.623 3.735 0.000
H -0.391 4.049 2.215 0.000
H -0.869 3.288 3.711 0.000
H 2.712 4.741 3.005 0.000
H 3.887 3.467 3.237 0.000
H 2.892 3.999 4.570 0.000
H 0.239 1.701 5.143 0.000
H 1.952 1.462 5.362 0.000
H 1.046 0.364 4.357 0.000
H 4.166 4.161 0.971 0.000
H 2.549 4.536 0.433 0.000
H 3.810 4.231 -0.737 0.000
H 4.464 0.038 0.634 0.000
H 5.282 1.490 1.205 0.000
H 5.231 1.109 -0.505 0.000
H 2.255 2.672 -2.172 0.000
H 1.682 1.066 -1.754 0.002
H 3.350 1.311 -2.187 0.001
C -2.835 -4.137 2.876 0.000
C -1.884 -3.811 1.734 0.000
As -1.726 -1.892 1.197 0.008
C -1.040 -1.244 2.980 0.000
C -1.942 -0.844 4.141 0.000
C -3.730 -1.498 1.115 0.005
C -4.547 -0.923 2.266 0.001
H -2.840 -5.210 3.072 0.000
H -3.853 -3.835 2.641 0.000
H -2.521 -3.637 3.788 0.000
H -2.179 -4.378 0.846 0.000
H -0.880 -4.148 2.013 0.000
H -0.403 -0.389 2.742 0.000
H -0.371 -2.050 3.310 0.000
H -2.497 0.062 3.915 0.000
H -2.650 -1.623 4.406 0.000
H -1.324 -0.645 5.017 0.000
H -4.173 -2.450 0.803 0.001
H -3.831 -0.814 0.267 0.000
H -4.499 -1.545 3.153 0.000
H -5.594 -0.860 1.967 0.000
H -4.216 0.080 2.520 0.000
```

Here is a molecular structure, C4H7O4V in a non-equilibrium geometry from the Open Molecules 2025 dataset. Energies are from ωB97M-V/def2-TZVPD.

Computed properties:
**Energy above the lowest of the compared OMol25 structures with the same formula, charge and spin**: 2.3 kJ/mol
**Spin multiplicity**: 5
**Maximum force**: 3.1 eV/A
**Expectation value of S²**: 6.0045

```
16
Properties=species:S:1:pos:R:3:lowdin_spin:R:1
O 0.436 -1.003 1.371 0.074
C 1.199 0.093 0.954 0.018
C 0.531 0.751 -0.244 0.014
O 0.192 -0.290 -1.163 0.122
C -0.334 0.174 -2.395 0.034
V -0.288 -2.015 -0.151 3.637
H 2.224 -0.220 0.682 0.003
H 1.299 0.849 1.752 0.000
H 1.204 1.471 -0.734 0.001
H -0.397 1.267 0.053 0.002
H 0.415 0.789 -2.915 0.001
H -0.576 -0.704 -3.003 0.016
H -1.244 0.768 -2.224 0.003
O -2.089 -1.333 1.919 0.055
C -1.360 -0.693 2.618 0.014
O -1.212 0.097 3.478 0.007
```

Here is 2 unconnected molecules or ions with the total composition C33H28OP in a non-equilibrium geometry from the Open Molecules 2025 dataset. Energies are from ωB97M-V/def2-TZVPD.

Computed properties:
**Calculated total energy**: -1690.5876 hartree
**Maximum force**: 1.5 eV/A
**Charge**: +1

```
63
Properties=species:S:1:pos:R:3:nbo_charge:R:1
C 3.387 -0.722 1.204 0.189
C 3.822 -0.002 0.048 -0.177
C 4.010 -0.748 -1.161 -0.105
C 4.215 -0.125 -2.380 -0.225
C 4.254 1.275 -2.457 -0.093
C 4.197 2.026 -1.273 -0.224
C 4.075 1.405 -0.034 -0.097
C 3.556 -0.411 2.587 -0.182
C 3.780 -1.493 3.496 -0.033
C 3.919 -1.286 4.860 -0.231
C 3.875 0.017 5.382 -0.088
C 3.702 1.101 4.504 -0.217
C 3.477 0.896 3.146 -0.090
H 3.056 -1.749 1.003 0.227
H 3.986 -1.837 -1.093 0.229
H 4.322 -0.718 -3.287 0.241
H 4.356 1.778 -3.420 0.241
H 4.253 3.112 -1.317 0.242
H 4.160 1.984 0.883 0.230
H 3.811 -2.500 3.081 0.215
H 4.038 -2.133 5.534 0.239
H 3.951 0.189 6.458 0.240
H 3.706 2.117 4.891 0.238
H 3.154 1.716 2.499 0.224
C 0.109 -3.280 -2.263 -0.192
C -1.258 -3.423 -2.007 -0.205
C -1.984 -2.389 -1.412 -0.181
C -1.317 -1.210 -1.060 -0.407
P -2.122 0.124 -0.132 1.527
C -2.120 1.543 -1.295 -0.276
C -2.266 2.838 -0.770 -0.206
C -2.241 3.943 -1.626 -0.207
C -2.085 3.772 -3.006 -0.188
C -1.981 2.482 -3.532 -0.209
C -1.992 1.371 -2.685 -0.229
C -3.894 -0.294 0.060 -0.322
C -4.353 -0.928 1.232 -0.210
C -5.686 -1.334 1.340 -0.196
C -6.590 -1.082 0.302 -0.181
C -6.148 -0.438 -0.858 -0.209
C -4.818 -0.027 -0.972 -0.212
C -1.040 0.426 1.204 -0.959
C -0.349 -0.530 2.026 0.356
O 0.307 -0.239 3.041 -0.666
C 0.057 -1.064 -1.306 -0.135
C 0.759 -2.087 -1.934 -0.233
H 0.675 -4.099 -2.713 0.224
H -1.763 -4.352 -2.269 0.228
H -3.048 -2.507 -1.215 0.235
H -2.406 2.977 0.300 0.229
H -2.349 4.948 -1.217 0.227
H -2.052 4.640 -3.671 0.227
H -1.893 2.338 -4.608 0.225
H -1.900 0.374 -3.111 0.230
H -3.649 -1.102 2.045 0.234
H -6.028 -1.860 2.232 0.227
H -7.633 -1.393 0.388 0.229
H -6.835 -0.265 -1.687 0.228
H -4.490 0.494 -1.870 0.228
H -0.688 1.454 1.344 0.251
H -0.395 -1.594 1.699 0.099
H 0.588 -0.167 -0.986 0.222
H 1.817 -1.953 -2.160 0.205
```

Here is a molecular structure, C31H23BCrFN4O19 in a non-equilibrium geometry from the Open Molecules 2025 dataset. Energies are from ωB97M-V/def2-TZVPD.

Computed properties:
**Spin multiplicity**: 4
**Calculated total energy**: -4012.4922 hartree
**Maximum force**: 2.7 eV/A
**Charge**: -2
**Expectation value of S²**: 3.7913

```
80
Properties=species:S:1:pos:R:3:lowdin_spin:R:1
Cr 1.145 -2.848 -0.953 2.858
N 2.261 -4.596 1.639 -0.001
O 1.639 -5.013 2.614 -0.002
O 3.378 -5.017 1.327 0.004
O 1.707 -3.675 0.919 0.012
N 1.308 -2.100 -4.236 0.002
O 2.367 -2.106 -4.855 -0.001
O 1.234 -2.444 -3.016 0.023
O 0.249 -1.769 -4.815 0.006
N -1.955 -3.450 0.065 0.000
O -2.925 -3.774 -0.612 -0.002
O -2.012 -3.345 1.289 0.008
O -0.825 -3.176 -0.491 0.026
N 4.487 -2.679 -1.514 0.001
O 4.682 -1.894 -2.444 0.007
O 5.398 -3.275 -0.954 -0.007
O 3.292 -2.871 -1.081 -0.018
B 0.902 -0.843 -0.363 0.049
H 0.814 -1.545 0.514 0.012
H 0.890 0.261 -0.039 -0.008
H 1.822 -1.060 -0.974 0.001
H 0.043 -1.001 -1.083 0.024
C 2.527 2.651 -1.837 0.000
C 1.338 1.892 -2.406 0.000
O 1.968 0.733 -2.886 0.002
C 3.242 1.080 -3.293 0.000
O 3.937 0.471 -4.015 0.000
O 3.595 2.209 -2.653 0.000
F 0.918 2.550 -3.554 0.000
H 2.769 2.334 -0.816 0.000
H 2.340 3.715 -1.689 0.000
H 0.532 1.666 -1.717 0.000
C -1.898 0.399 -3.607 0.000
C -2.182 -0.833 -3.038 0.001
C -3.467 -1.133 -2.596 0.000
C -4.485 -0.209 -2.855 0.000
C -4.233 1.007 -3.468 0.000
C -2.912 1.336 -3.764 0.000
C -5.322 1.974 -3.745 0.000
O -5.089 3.043 -4.277 0.000
C -6.670 1.682 -3.167 0.000
C -7.653 2.690 -3.198 0.000
C -8.920 2.424 -2.733 0.000
C -9.259 1.124 -2.353 0.000
C -8.272 0.165 -2.288 0.000
C -6.928 0.444 -2.602 0.000
C -5.863 -0.615 -2.412 0.000
O -6.116 -1.651 -1.854 0.000
H -0.928 0.553 -4.064 0.000
H -1.366 -1.516 -2.850 0.000
H -3.611 -2.012 -1.982 0.000
H -2.668 2.300 -4.190 0.000
H -7.408 3.720 -3.411 0.000
H -9.705 3.167 -2.657 0.000
H -10.232 0.763 -2.045 0.000
H -8.523 -0.830 -1.942 0.000
C 4.703 1.272 1.374 0.000
C 3.992 0.089 1.240 0.001
C 3.198 -0.364 2.280 0.001
C 3.129 0.348 3.479 0.000
C 3.813 1.555 3.590 0.000
C 4.521 2.062 2.486 0.000
C 3.690 2.360 4.846 0.000
O 4.064 3.516 4.882 0.000
C 3.281 1.601 6.040 0.000
C 3.576 2.101 7.302 0.000
C 3.105 1.436 8.436 0.000
C 2.354 0.281 8.364 0.000
C 2.133 -0.259 7.095 0.000
C 2.592 0.377 5.954 0.000
C 2.350 -0.251 4.604 0.000
O 1.590 -1.171 4.468 0.000
H 5.333 1.605 0.557 0.000
H 4.151 -0.557 0.385 0.000
H 2.698 -1.319 2.167 0.000
H 4.970 3.036 2.631 0.000
H 4.156 3.012 7.359 0.000
H 3.521 1.772 9.380 0.000
H 2.045 -0.343 9.190 0.000
H 1.680 -1.227 6.919 0.000
```

Here is a molecular structure, C4H3BaFO5 in a non-equilibrium geometry from the Open Molecules 2025 dataset. Energies are from ωB97M-V/def2-TZVPD.

Computed properties:
**Energy above the lowest of the compared OMol25 structures with the same formula, charge and spin**: 12.2 kJ/mol
**Maximum force**: 3.3 eV/A
**Charge**: +2

```
14
Properties=species:S:1:pos:R:3:nbo_charge:R:1
O -1.150 -4.065 -3.367 -0.738
C -1.523 -4.947 -4.039 1.088
O -1.863 -5.787 -4.734 -0.340
O 0.156 0.134 -0.276 -0.740
C -0.079 2.184 2.909 0.714
C 0.727 0.720 0.640 0.896
O -0.664 2.778 3.748 -0.426
O 0.771 2.689 2.037 -0.483
C 0.778 2.229 0.679 -0.191
Ba -0.230 -2.318 -1.582 1.976
F 1.785 0.164 1.188 -0.279
H -0.279 1.039 2.437 0.003
H -0.124 2.601 0.167 0.236
H 1.696 2.577 0.192 0.282
```

Here is 2 unconnected molecules or ions with the total composition C2H6N3S2 in a non-equilibrium geometry from the Open Molecules 2025 dataset. Energies are from ωB97M-V/def2-TZVPD.

Computed properties:
**Energy above the lowest of the compared OMol25 structures with the same formula, charge and spin**: 588.2 kJ/mol
**Maximum force**: 5.5 eV/A
**Charge**: +1

```
13
Properties=species:S:1:pos:R:3:nbo_charge:R:1
C -0.321 0.282 1.019 0.329
C 2.004 -0.307 0.595 -0.048
N 0.770 -0.185 0.678 -0.444
N -2.369 -0.301 -0.579 -0.422
N -3.417 0.522 -0.691 -0.495
S 2.899 -1.689 1.123 0.197
S 2.862 0.999 -0.231 0.133
H -1.289 0.128 0.491 0.229
H -1.726 -0.223 -1.378 0.345
H -3.696 1.124 -1.467 0.389
H -4.233 0.433 -0.086 0.397
H 4.195 -1.508 0.561 0.189
H 4.320 0.725 -0.036 0.201
```